1.
42
Properties=species:S:1:pos:R:3:forces:R:3:lowdin_charge:R:1 method="wB97M-V/def2-TZVPD" homo_lumo_gap_ev="5.0 / 5.0" lumo_ha="0.151 / 0.150" multiplicity=3 max_force_ev_per_a=2.12 charge=-2 homo_energy_ev="-0.9031 / -0.9099" s2=2.03
Ti -0.955 -0.944 0.229 -0.855 -0.248 1.122 0.0267
Se -0.639 3.365 -3.693 -0.096 -0.070 0.037 -0.5268
Sb 1.011 1.534 -3.723 -0.022 0.813 -0.215 -0.0550
Se 0.292 -0.104 -1.641 1.550 0.008 -1.452 -0.1106
Se -1.125 -1.873 -2.072 -0.218 -0.234 -0.505 0.1016
Se 2.961 2.370 -2.470 -0.102 -0.127 0.085 -0.5148
C 0.587 3.483 2.705 0.041 -0.011 -0.034 -0.0015
C -0.426 3.250 1.650 0.078 0.036 -0.059 -0.3381
N -1.200 4.133 1.121 0.013 0.004 -0.073 0.1233
N -1.987 3.425 0.241 0.296 0.108 -0.237 0.0367
C -1.686 2.111 0.197 -0.657 -0.040 0.913 -0.7362
S -2.575 0.874 -0.481 -0.145 0.449 -0.326 0.6004
N -0.682 2.000 1.131 0.408 0.149 -0.402 -0.0737
N 0.153 0.883 1.205 -0.350 -0.178 0.155 0.0092
H 0.542 4.526 3.008 0.014 0.008 -0.016 0.0794
H 1.588 3.260 2.333 -0.003 0.009 -0.010 0.0894
H 0.392 2.846 3.569 0.005 0.004 0.007 0.0836
H -2.390 3.916 -0.543 -0.124 -0.070 0.017 0.1390
H 0.296 0.583 2.166 -0.112 0.048 0.035 0.0970
H 1.045 1.074 0.749 0.009 -0.057 -0.022 0.0970
O -1.111 -3.069 0.686 0.127 -0.182 0.268 -0.1479
C 0.104 -3.072 0.954 0.079 -0.214 0.115 -0.5618
C 0.951 -4.264 1.334 0.007 0.043 0.078 -0.0742
C 2.315 -3.617 1.575 -0.026 0.014 0.018 -0.0816
C 2.059 -2.113 1.393 -0.011 0.106 0.040 -0.4878
O 2.850 -1.236 1.670 0.007 -0.043 -0.007 0.0473
N 0.793 -1.928 0.916 0.011 -0.281 0.289 0.0173
H 0.932 -4.993 0.524 0.008 -0.008 0.008 0.1175
H 0.530 -4.724 2.228 -0.023 -0.013 -0.018 0.1157
H 3.072 -3.921 0.852 0.004 -0.011 0.009 0.1146
H 2.711 -3.789 2.575 0.019 0.004 -0.009 0.1066
S -2.300 -0.629 2.423 0.093 0.054 0.195 0.6052
C -1.411 -1.145 3.826 0.039 0.010 -0.031 -0.7954
N -1.913 -0.619 5.025 -0.119 -0.218 0.018 -0.0100
C -1.519 -1.177 6.248 -0.028 -0.021 0.004 -0.1496
C -0.425 -2.001 6.242 0.024 -0.009 -0.006 -0.1459
C 0.178 -2.307 5.028 -0.009 0.019 -0.007 -0.1701
N -0.365 -1.913 3.817 -0.020 -0.035 -0.004 0.0413
H -2.840 -0.236 4.940 0.043 0.114 -0.004 0.0888
H -2.085 -0.899 7.122 0.020 0.025 0.007 0.0849
H -0.051 -2.416 7.169 0.005 0.014 0.006 0.0830
H 1.054 -2.940 4.970 0.021 0.030 0.012 0.0754

***

2.
95
Properties=species:S:1:pos:R:3:forces:R:3:lowdin_charge:R:1 method="wB97M-V/def2-TZVPD" homo_lumo_gap_ev="5.4 / 5.3" lumo_ha="-0.151 / -0.154" multiplicity=2 max_force_ev_per_a=2.23 charge=+1 de_lowest_kcal_mol=62.1 homo_energy_ev="-9.5584 / -9.5477" s2=0.77
Ru 0.458 -1.271 -0.349 0.346 2.139 0.534 0.9021
C 0.149 3.094 -2.374 0.074 -0.031 0.050 -0.1260
C -0.087 1.797 -3.150 -0.622 -0.087 0.375 -0.5177
C 0.344 1.997 -4.606 0.132 -0.068 0.069 -0.0913
P 0.667 0.319 -2.262 1.032 -0.744 -0.588 1.0434
C 0.887 -0.922 -3.653 -0.016 -0.097 0.238 -0.5110
C 2.315 -1.051 -4.176 -0.080 0.000 -0.106 -0.0916
C 0.341 -2.304 -3.256 0.054 0.131 -0.174 -0.1325
C 2.209 0.983 -1.637 -0.054 0.082 -0.172 -0.3367
C 3.177 1.582 -2.451 0.021 0.009 0.039 -0.0976
C 4.287 2.188 -1.907 0.045 0.057 -0.054 -0.0694
C 4.446 2.163 -0.523 -0.080 -0.004 0.095 -0.0538
C 3.499 1.577 0.289 -0.012 0.127 0.073 -0.0469
C 2.328 1.008 -0.242 0.147 0.123 0.307 -0.3106
N 1.351 0.390 0.552 -0.639 -1.059 -0.590 -0.0868
C 1.221 0.598 1.919 0.298 0.152 -0.173 -0.2971
C 1.666 1.770 2.560 -0.051 0.154 0.068 -0.0391
C 1.715 1.855 3.938 -0.003 0.012 -0.131 -0.0618
C 1.289 0.796 4.738 -0.025 0.035 0.074 -0.0812
C 0.685 -0.279 4.123 -0.028 0.005 0.064 -0.0987
C 0.604 -0.362 2.732 0.077 -0.074 0.077 -0.3334
P -0.453 -1.547 1.921 0.648 -0.456 0.780 1.0555
C -2.174 -1.104 2.567 -0.148 0.054 -0.576 -0.4875
C -2.315 0.390 2.878 0.135 -0.070 0.106 -0.1436
C -2.611 -1.903 3.796 0.029 -0.062 -0.066 -0.1048
C -0.109 -3.185 2.711 0.091 -0.177 -0.540 -0.5228
C -0.908 -4.254 1.953 -0.048 0.004 0.144 -0.1048
C 1.395 -3.478 2.722 -0.076 0.029 0.172 -0.0854
H -0.488 3.878 -2.790 0.005 -0.012 0.000 0.0895
H 1.187 3.415 -2.468 -0.006 0.011 -0.030 0.0776
H -0.080 2.990 -1.316 -0.010 0.021 -0.019 0.0187
H -1.156 1.570 -3.128 -0.031 0.032 -0.014 0.0700
H 1.357 2.396 -4.672 -0.012 -0.016 0.004 0.0765
H -0.327 2.737 -5.044 0.043 0.033 0.006 0.0918
H 0.284 1.107 -5.226 -0.028 0.046 -0.035 0.0615
H 0.240 -0.545 -4.441 -0.015 0.007 -0.055 0.0787
H 3.014 -1.239 -3.358 0.006 0.013 -0.022 0.0772
H 2.640 -0.161 -4.713 0.028 -0.019 0.023 0.0688
H 2.372 -1.895 -4.868 0.000 0.030 0.007 0.0910
H 1.144 -2.929 -2.879 -0.002 -0.035 0.034 0.0533
H -0.085 -2.812 -4.122 0.024 0.012 -0.020 0.0946
H -0.458 -2.251 -2.507 -0.092 -0.031 -0.006 0.0438
H 3.056 1.575 -3.525 -0.024 0.001 0.022 0.0889
H 5.021 2.665 -2.542 0.003 -0.056 0.023 0.1091
H 5.332 2.596 -0.074 -0.012 -0.045 -0.001 0.1146
H 3.686 1.494 1.349 0.052 0.090 -0.036 0.1111
H 1.966 2.616 1.959 0.086 -0.016 0.051 0.1127
H 2.096 2.758 4.398 -0.008 -0.011 -0.025 0.1116
H 1.383 0.839 5.815 -0.031 0.017 -0.033 0.1069
H 0.258 -1.068 4.734 0.006 0.024 -0.060 0.1064
H -2.839 -1.353 1.735 -0.059 0.033 0.001 0.0987
H -1.851 0.624 3.837 -0.037 -0.024 0.029 0.0835
H -3.378 0.640 2.938 0.011 -0.028 0.020 0.0875
H -1.855 1.011 2.119 -0.014 0.030 0.033 -0.0242
H -1.940 -1.741 4.640 -0.033 0.018 0.004 0.0752
H -2.699 -2.972 3.614 0.004 0.014 0.042 0.0630
H -3.596 -1.537 4.090 0.008 -0.005 0.011 0.0913
H -0.463 -3.142 3.739 -0.029 0.067 0.045 0.0911
H -0.666 -4.252 0.894 0.003 -0.057 0.045 0.0476
H -1.985 -4.100 2.044 0.019 -0.025 -0.021 0.0657
H -0.680 -5.247 2.346 -0.019 0.026 0.030 0.0914
H 1.879 -3.149 1.807 0.063 -0.034 -0.030 0.0393
H 1.568 -4.551 2.829 -0.019 0.031 0.038 0.0907
H 1.887 -2.967 3.549 0.011 0.007 -0.020 0.0804
F 0.503 -3.987 -0.825 -0.049 0.000 -0.140 0.0223
C 1.823 -3.721 -0.662 0.114 -0.063 -0.120 -0.2837
C 2.200 -2.398 -0.481 -1.461 0.248 0.144 -0.1074
C 3.558 -2.196 -0.299 -0.007 0.011 0.011 -0.2143
F 4.071 -0.985 -0.139 0.173 0.050 0.128 0.1212
C 4.465 -3.245 -0.275 -0.022 0.005 -0.022 -0.1349
F 5.752 -3.003 -0.061 0.047 -0.008 -0.054 0.1444
C 4.034 -4.545 -0.470 0.107 -0.027 0.045 -0.1264
F 4.900 -5.545 -0.460 0.027 -0.027 0.001 0.1571
C 2.688 -4.790 -0.673 -0.114 -0.133 -0.033 -0.1473
F 2.248 -6.031 -0.864 0.007 -0.032 0.025 0.1405
C -4.196 0.789 -2.019 0.021 -0.028 0.047 -0.0799
N -4.183 1.945 -1.138 -0.089 0.125 0.105 -0.1989
C -5.091 3.011 -1.564 0.064 -0.069 -0.022 -0.0409
C -3.192 2.144 -0.239 -0.020 -0.209 0.011 -0.6787
S -1.742 1.253 -0.283 0.026 -0.157 -0.208 0.7059
N -3.384 3.093 0.709 -0.066 0.043 -0.035 -0.2008
C -2.280 3.702 1.442 -0.037 -0.008 -0.013 -0.0680
C -4.695 3.380 1.286 0.085 0.010 -0.012 -0.0457
H -5.232 0.505 -2.205 0.003 0.023 -0.005 0.0959
H -3.671 -0.041 -1.559 -0.001 -0.008 0.030 0.0510
H -3.720 1.020 -2.976 0.010 0.006 0.006 0.0894
H -5.054 3.079 -2.653 0.019 -0.022 0.001 0.0967
H -4.782 3.966 -1.157 0.033 0.027 0.024 0.0863
H -6.123 2.808 -1.273 0.007 -0.003 0.019 0.0971
H -1.335 3.467 0.968 0.005 -0.007 -0.031 0.0499
H -2.254 3.347 2.475 -0.004 -0.029 -0.011 0.0887
H -2.421 4.785 1.451 -0.031 -0.005 0.018 0.0979
H -5.439 2.679 0.924 -0.007 -0.030 -0.024 0.0874
H -5.023 4.400 1.075 -0.003 -0.005 -0.027 0.0962
H -4.623 3.270 2.370 0.022 -0.011 0.003 0.0947

***

3.
18
Properties=species:S:1:pos:R:3:forces:R:3:lowdin_charge:R:1 method="wB97M-V/def2-TZVPD" homo_lumo_gap_ev="6.0 / 4.1" lumo_ha="0.115 / 0.047" multiplicity=2 max_force_ev_per_a=3.00 charge=-1 de_lowest_kcal_mol=34.1 homo_energy_ev="-2.8558 / -2.8545" s2=0.76
S -3.228 -0.527 0.037 -0.459 -0.365 -0.106 -0.0983
S 1.722 -1.251 -1.457 -0.551 -0.864 -0.732 0.6295
C 0.009 -0.730 -1.737 -0.849 0.766 0.704 -0.6037
C -0.105 0.607 -0.989 -1.675 -0.380 -0.273 -0.3291
C -0.418 0.533 0.509 -0.260 0.130 0.803 -0.3482
N 0.741 1.056 1.245 1.634 -0.814 0.507 -0.1560
C 1.814 0.012 1.453 -0.787 0.827 -2.550 -0.1407
H -4.091 -1.559 -0.051 0.021 0.160 -0.031 -0.4518
H -0.866 -1.288 -1.388 0.668 -0.854 0.514 0.0206
H -0.258 -0.606 -2.779 0.741 0.241 -0.527 0.0579
H -0.798 1.248 -1.505 -1.093 -0.083 -0.128 0.0941
H 0.750 1.166 -1.161 2.185 0.943 0.185 0.0531
H -1.366 1.030 0.825 0.949 0.253 -0.558 0.0480
H -0.702 -0.482 0.814 0.490 -0.139 -0.186 0.0442
H 0.565 1.607 2.082 -0.231 -0.514 -0.243 0.0840
H 1.451 -0.844 2.058 0.512 0.354 -0.120 0.0692
H 2.788 0.495 1.755 -1.081 -0.723 -0.052 0.0724
H 1.992 -0.468 0.290 -0.213 1.062 2.793 -0.0451

***

4.
21
Properties=species:S:1:pos:R:3:forces:R:3:lowdin_charge:R:1 method="wB97M-V/def2-TZVPD" homo_lumo_gap_ev=10.5 lumo_ha=0.025 max_force_ev_per_a=1.55 de_lowest_kcal_mol=20.6 homo_energy_ev=-9.7852
C 0.587 -0.796 -2.610 1.029 0.570 -0.450 -0.1006
C -0.277 -0.563 -1.395 -0.055 -0.433 -0.069 -0.3049
N 0.087 0.646 -0.650 -0.886 0.646 -0.048 -0.0981
C -0.766 0.742 0.554 -0.463 0.175 0.669 -0.3272
N -1.088 2.079 1.083 0.945 -0.397 -1.163 0.0128
H 0.714 0.142 -3.182 -0.179 -0.229 0.284 0.0804
H 0.179 -1.511 -3.322 -0.191 -0.183 0.247 0.0696
H 1.600 -1.104 -2.356 0.020 -0.090 0.094 0.0715
H -1.287 -0.482 -1.810 -0.361 -0.085 0.553 0.1086
H -0.232 -1.391 -0.665 -0.105 0.062 -0.520 0.1204
H -0.222 1.417 -1.239 0.418 0.173 -0.063 0.1133
H -0.243 0.197 1.336 -0.143 -0.219 0.189 0.1077
H -1.755 0.295 0.382 0.205 -0.312 -0.040 0.1085
H -0.217 2.609 1.113 -0.097 0.060 0.257 0.0657
H -1.634 2.532 0.355 -0.170 0.216 0.219 0.0617
O -1.493 -3.454 2.683 -0.529 -0.454 -0.541 -0.0458
H -0.796 -3.424 3.325 0.481 0.192 0.457 0.0219
H -1.732 -2.552 2.473 0.048 0.281 0.079 0.0210
O 2.718 1.641 -0.098 0.377 0.658 -0.270 -0.0886
H 1.898 1.132 -0.018 0.055 -0.340 0.020 -0.0220
H 3.398 1.390 0.532 -0.398 -0.292 0.095 0.0239

***

Which DFT total energy belongs to each record? In order, -12453.37258; -3201.55945; -1010.06502; -382.66701 Eh.